1.
Formula: C47H56IN3OP2S5Se2Tb
Source: the Open Molecules 2025 dataset
Level of theory: ωB97M-V/def2-TZVPD

The geometry in ORCA input format:
```
! wB97M-V def2-TZVPD RIJCOSX def2/J DEFGRID3
* xyz -2 8
Tb 1.45258 2.17655 2.31930
I 3.06739 -1.21715 -3.79096
C 3.33017 -3.28171 -3.31060
C 4.18485 -3.95720 -4.09299
C 4.48065 -5.38071 -3.88777
C 4.09613 -5.86113 -2.67583
C 3.31693 -5.13993 -1.75693
C 3.06885 -5.63296 -0.46213
C 2.13642 -4.98882 0.35476
C 1.48138 -3.92311 -0.23556
C 1.67097 -3.43027 -1.49709
P 0.23670 -2.36923 -1.90128
C -1.11562 -3.63889 -1.45584
C -1.24217 -4.97144 -1.90440
C -2.18362 -5.77034 -1.33420
C -3.08136 -5.43276 -0.36055
C -2.97177 -4.09838 0.06116
C -2.02272 -3.18082 -0.43797
C 0.17395 -2.39166 -3.72239
C -0.33258 -1.16266 -4.22664
C -0.55895 -1.08902 -5.59705
C -0.58857 -2.23104 -6.38656
C -0.21027 -3.49021 -5.79381
C 0.13239 -3.54622 -4.43071
C 2.76273 -3.88696 -2.20690
H 4.70229 -3.41841 -4.93120
H 4.96629 -5.94826 -4.71176
H 4.29594 -6.92092 -2.45527
H 3.56268 -6.56280 -0.21883
H 1.93073 -5.24486 1.35406
H 0.65394 -3.47858 0.21903
H -0.69110 -5.41696 -2.77814
H -2.29519 -6.76401 -1.75419
H -3.82513 -6.13828 -0.07624
H -3.68285 -3.87521 0.89875
H -1.99638 -2.06598 -0.16260
H -0.30081 -0.25375 -3.66620
H -0.88638 -0.11550 -6.08591
H -0.85206 -2.20498 -7.44468
H -0.12487 -4.36824 -6.38573
H 0.52423 -4.38271 -3.91161
S 0.77936 -0.84585 1.68954
S 1.88820 -2.04430 2.86373
S 2.11658 -1.12851 4.66324
S 3.04300 0.61409 3.98151
O 1.68742 2.26664 0.08587
C 1.82462 1.93341 -1.18057
S 1.97196 1.54412 -4.11400
C 1.79608 1.87279 -2.44209
C -1.60587 -1.10284 4.03258
C -1.22243 0.28634 4.01693
N -0.94126 1.40986 3.95585
H -2.64669 -1.28841 3.77988
H -1.44276 -1.46137 5.13212
H -0.92357 -1.55766 3.24411
C -2.58934 6.47611 3.67202
C -3.95990 5.87988 3.81118
C -4.14545 4.49921 3.03583
C -3.34193 3.28614 3.45857
N -3.27089 2.29030 2.36132
C -4.08568 1.20322 2.30179
Se -5.16584 0.74770 3.69664
N -3.88044 0.63075 1.11252
C -4.63732 -0.53211 0.67854
C -6.06831 -0.27429 0.08548
C -6.48038 -1.43566 -0.81832
C -6.02518 -1.22970 -2.23090
C -2.98449 1.40449 0.35978
C -2.40597 1.20507 -0.86830
C -1.44166 2.13664 -1.30050
C -0.96738 3.15300 -0.45978
C -1.53965 3.30492 0.79246
C -2.57453 2.42197 1.15935
H -2.40902 7.30715 4.47627
H -2.48896 6.99781 2.67267
H -1.79711 5.75139 3.81176
H -4.82781 6.56177 3.56986
H -4.03023 5.59541 4.90144
H -3.96655 4.73398 2.01742
H -5.18341 4.23196 3.15479
H -3.83947 2.84072 4.33190
H -2.28430 3.48460 3.71159
H -4.78744 -1.22901 1.48768
H -4.10191 -1.08511 -0.12913
H -6.11646 0.62912 -0.44836
H -6.70483 -0.18881 0.91188
H -7.57447 -1.40764 -0.77611
H -6.03497 -2.42838 -0.56816
H -6.39290 -0.27598 -2.61712
H -6.42057 -1.95251 -2.92190
H -4.87934 -1.16409 -2.29479
H -2.67363 0.35093 -1.40740
H -0.85900 1.90797 -2.22563
H -0.02088 3.55784 -0.68523
H -1.08875 3.96178 1.55454
Se 1.12273 4.54823 3.34366
C 4.34176 5.43329 0.69793
C 4.62128 4.03902 0.20204
P 4.27574 2.79993 1.55266
C 4.80005 1.22240 0.91847
C 5.86554 1.02830 -0.12085
C 5.58433 3.07388 2.84129
C 7.03467 3.35108 2.33665
H 4.49371 6.15011 -0.12892
H 5.07852 5.66777 1.47799
H 3.36446 5.45634 1.07670
H 5.56350 3.86537 -0.29452
H 3.87540 3.83872 -0.56725
H 3.95793 0.71636 0.41017
H 4.98779 0.61603 1.82470
H 5.71141 1.67106 -0.99451
H 5.75518 -0.00666 -0.39236
H 6.89905 1.09285 0.26908
H 5.57226 2.11407 3.35410
H 5.43388 4.03300 3.47613
H 7.55057 2.58157 1.68897
H 7.63846 3.79114 3.21618
H 6.92770 4.12479 1.57083
*
```

Expectation value of S² = 16.49
E_HOMO (alpha / beta) = -1.4 / -1.4 eV
Maximum force = 3.63 eV/A
Calculated total energy = -10662.72704 Ha
Molecular weight = 1345.02 g/mol

2.
Formula: C4H8O
Source: the Open Molecules 2025 dataset
Level of theory: ωB97M-V/def2-TZVPD

The geometry in ORCA input format:
```
! wB97M-V def2-TZVPD RIJCOSX def2/J DEFGRID3
* xyz 0 1
C 2.13077 -0.26503 -0.30995
C 0.93005 -0.57639 0.31151
C -0.12937 0.50201 0.52903
C -1.29124 0.34937 -0.44370
O -2.00439 -0.81588 -0.14802
H 2.41872 0.77455 -0.63595
H 2.79714 -1.05368 -0.58436
H 0.63981 -1.61876 0.60676
H 0.32885 1.50951 0.34322
H -0.53110 0.49539 1.56085
H -0.88016 0.21813 -1.49649
H -1.92168 1.25103 -0.42548
H -2.48742 -0.77025 0.69257
*
```

E_HOMO = -9.4 eV
Relative energy (zero: lowest compared OMol25 entry of this formula, charge and spin) = 28.54 kcal per mole
Maximum force = 2.83 eV/A
Calculated total energy = -232.40016 Ha
Molecular weight = 72.11 g/mol
SMILES = C=CCCO

Among the records above, which one has the lowest calculated total energy? C47H56IN3OP2S5Se2Tb

calculated total energy of number 2 (C4H8O)? -232.40016 Ha